Model i:
12
Properties=species:S:1:pos:R:3:lowdin_charge:R:1 method="wB97M-V/def2-TZVPD" spin_multiplicity=3 mol_weight_g_mol=80.11 s_squared=2.022 charge=+1 gap_ev="7.86 / 8.97" lumo_energy_ev="-6.04 / -7.16"
C -0.2551 -0.3019 0.6094 -0.03
C -1.6435 0.9934 2.9210 0.37
C 1.5409 -0.7491 -1.2347 -0.02
C 0.5183 0.1330 -1.8971 -0.01
C 0.4336 -0.2391 -0.5210 -0.12
N -1.0801 -0.3329 1.4589 0.19
H -2.3739 1.5790 2.2949 0.07
H -1.7195 0.3177 3.8048 0.06
H 1.6636 -1.8692 -1.3354 0.17
H 2.4606 -0.3421 -1.4312 0.10
H 0.6928 1.1003 -2.1703 0.11
H -0.2376 -0.2891 -2.4993 0.12


Model ii:
12
Properties=species:S:1:pos:R:3:lowdin_charge:R:1 method="wB97M-V/def2-TZVPD" spin_multiplicity=3 mol_weight_g_mol=80.11 s_squared=2.034 charge=+1 gap_ev="8.01 / 6.30" lumo_energy_ev="-4.61 / -8.59"
C -1.2002 -0.2799 -0.2312 -0.06
C -2.3653 0.1893 -0.0950 0.20
C 0.9615 -1.0380 -0.1062 -0.16
C 1.0537 1.4800 0.0773 0.18
C 1.3444 0.3597 0.5164 -0.16
N -0.3025 -1.0277 -0.5636 0.22
H -3.1273 -0.1185 0.7553 0.18
H -2.7876 1.0892 -0.5215 0.11
H 1.7951 -0.9672 -0.7992 0.15
H 1.2208 -1.9828 0.4579 0.17
H 1.2806 2.1803 -0.6450 0.06
H 2.1268 0.1156 1.1549 0.10


In eV, relative to the most stable structure: model i 0.185; model ii 0.000.


Model i:
40
Properties=species:S:1:pos:R:3:lowdin_charge:R:1 method="wB97M-V/def2-TZVPD" spin_multiplicity=1 mol_weight_g_mol=494.80 gap_ev=10.88 lumo_energy_ev=0.47 smiles=ClCCCl.ClCCCl.ClCCCl.ClCCCl.ClCCCl
Cl -0.0447 -4.5405 2.3415 0.53
C 0.4820 -3.7920 3.8739 -0.67
C 0.4218 -2.2698 3.8643 -0.60
Cl -1.3064 -1.6989 4.0858 0.51
H 1.4495 -4.1972 4.1703 0.07
H -0.1828 -4.1464 4.6617 0.06
H 0.8775 -1.7903 2.9980 0.03
H 0.8746 -1.9618 4.8068 0.07
Cl -1.6665 -2.5242 -0.9156 0.59
C -1.5965 -3.2071 -2.5229 -0.67
C -2.6387 -2.5465 -3.4501 -0.63
Cl -2.2249 -0.8589 -3.8734 0.56
H -1.8076 -4.2634 -2.3565 0.07
H -0.6276 -3.0910 -3.0086 0.07
H -3.6301 -2.5234 -2.9976 0.07
H -2.6189 -3.0643 -4.4090 0.07
Cl 1.9851 3.2297 4.4022 0.52
C 2.7468 3.1849 2.7877 -0.64
C 3.6637 1.9248 2.5778 -0.56
Cl 2.6311 0.4056 2.4960 0.50
H 3.1907 4.1673 2.6267 0.07
H 1.9041 3.0332 2.1133 0.01
H 4.2557 1.7353 3.4732 0.05
H 4.2541 2.0109 1.6656 0.07
Cl -0.2420 3.1426 -6.2072 0.56
C 0.1111 1.9263 -5.0038 -0.69
C -0.4374 2.2781 -3.5731 -0.71
Cl 0.5900 3.5150 -2.8711 0.56
H 1.1965 1.8332 -4.9680 0.06
H -0.3296 0.9913 -5.3499 0.04
H -0.3855 1.4569 -2.8582 0.02
H -1.4986 2.5271 -3.5642 0.05
Cl -0.8550 2.2813 2.3632 0.58
C -1.2373 0.8945 1.3553 -0.70
C -1.0565 1.1507 -0.1153 -0.65
Cl -2.1448 2.4693 -0.6675 0.56
H -2.2455 0.5023 1.4884 0.08
H -0.5283 0.1290 1.6706 0.03
H -1.2957 0.2772 -0.7218 0.02
H -0.0334 1.4092 -0.3885 0.07


Model ii:
40
Properties=species:S:1:pos:R:3:lowdin_charge:R:1 method="wB97M-V/def2-TZVPD" spin_multiplicity=1 mol_weight_g_mol=494.80 gap_ev=11.01 lumo_energy_ev=0.32 smiles=ClCCCl.ClCCCl.ClCCCl.ClCCCl.ClCCCl
Cl -1.1330 -2.0944 1.6721 0.57
C -0.2335 -1.5308 0.2301 -0.65
C -1.2219 -1.0926 -0.8093 -0.63
Cl -0.3531 -0.5335 -2.2886 0.59
H 0.4691 -2.3032 -0.0655 0.08
H 0.3505 -0.6849 0.5876 -0.01
H -1.8275 -0.2473 -0.4927 0.03
H -1.9047 -1.8908 -1.0946 0.07
Cl 4.2721 3.5284 -0.3141 0.56
C 3.8067 2.0736 -1.2018 -0.67
C 2.2891 2.0057 -1.3080 -0.66
Cl 1.5521 1.7552 0.2883 0.56
H 4.2549 1.1679 -0.8015 0.07
H 4.2375 2.1996 -2.1968 0.07
H 1.8655 1.2196 -1.9292 0.02
H 1.9623 2.9504 -1.7421 0.07
Cl -5.0155 2.0350 3.8037 0.54
C -4.9661 0.7751 2.5303 -0.65
C -3.5757 0.5198 2.0588 -0.69
Cl -2.7734 1.8812 1.2031 0.54
H -5.7077 0.9894 1.7702 0.07
H -5.2177 -0.1690 3.0248 0.08
H -3.6066 -0.2916 1.3278 0.05
H -2.9380 0.1704 2.8661 0.06
Cl 0.4955 0.5788 6.5085 0.56
C 1.2664 -0.9623 6.1350 -0.68
C 0.7814 -1.5112 4.8074 -0.64
Cl 1.4029 -0.4826 3.4604 0.51
H 0.9641 -1.6702 6.9110 0.07
H 2.3490 -0.8982 6.1550 0.07
H -0.2803 -1.5161 4.5848 0.04
H 1.1938 -2.5002 4.6145 0.07
Cl 1.5828 -2.3414 -5.7507 0.52
C 0.6888 -0.7853 -5.6427 -0.68
C 1.0589 0.1336 -6.7775 -0.65
Cl 0.6034 -0.5330 -8.3889 0.51
H 0.9849 -0.2594 -4.7341 0.03
H -0.3508 -1.0770 -5.5466 0.06
H 2.1310 0.3057 -6.7852 0.07
H 0.5430 1.0854 -6.6694 0.07


In eV, relative to the most stable structure: model i 0.242; model ii 0.000.


Model i:
24
Properties=species:S:1:pos:R:3:lowdin_charge:R:1 method="wB97M-V/def2-TZVPD" spin_multiplicity=1 mol_weight_g_mol=133.19 gap_ev=10.03 lumo_energy_ev=0.86 smiles=CNN(O)[C@@H](N)C(C)C
C 0.5668 3.3902 -0.1329 -0.14
N -0.0851 2.2246 -0.6929 -0.08
N 0.4839 0.9351 -0.0934 -0.14
O 1.6212 0.4733 -0.8627 -0.05
C -0.5740 -0.0311 -0.1605 -0.38
N -0.9471 -0.5403 -1.4337 0.08
C -0.0959 -1.2720 0.8697 -0.35
C -1.3595 -1.8620 1.4724 -0.10
C 0.7113 -2.3310 0.1395 -0.10
H 0.0803 4.2887 -0.5180 0.07
H 0.4334 3.3652 0.9495 0.07
H 1.6412 3.4456 -0.3551 0.07
H 0.0209 2.2209 -1.7101 0.10
H 2.3740 0.5924 -0.2732 0.10
H -1.4325 0.4373 0.3255 0.14
H -1.5173 0.1194 -1.9476 0.07
H -0.1311 -0.8011 -1.9747 0.07
H 0.5094 -0.8020 1.6483 0.12
H -1.8850 -1.1255 2.0777 0.07
H -2.0226 -2.2023 0.6789 0.08
H -1.1199 -2.7118 2.1128 0.07
H 0.0910 -2.8207 -0.6088 0.07
H 1.5807 -1.9005 -0.3515 0.06
H 1.0560 -3.0924 0.8409 0.08


Model ii:
24
Properties=species:S:1:pos:R:3:lowdin_charge:R:1 method="wB97M-V/def2-TZVPD" spin_multiplicity=1 mol_weight_g_mol=133.19 gap_ev=8.62 lumo_energy_ev=0.83 smiles="C[C@H](N)C/C(N)=C/N.O"
C -0.5821 -2.0301 2.1262 -0.07
C 0.3360 -0.8933 1.5970 -0.40
N 0.0247 0.4100 2.2167 0.02
C 0.1940 -0.8576 0.0110 -0.12
C 0.0890 0.4986 -0.5622 -0.40
N 1.3200 1.1547 -0.8780 0.10
C -1.0816 1.0487 -0.9037 -0.17
N -1.2296 2.2777 -1.5841 0.04
H -0.7952 -1.8049 3.1696 0.07
H 0.0514 -2.9228 2.0127 0.08
H -1.4606 -2.3010 1.5503 0.07
H 1.3776 -1.0408 1.8809 0.11
H -0.4615 0.3038 3.0997 0.06
H -0.4775 0.9997 1.5667 0.04
H -0.6303 -1.4982 -0.2709 0.11
H 1.1092 -1.3735 -0.2993 0.12
H 1.1453 2.1313 -1.0273 0.07
H 2.0503 0.9333 -0.2187 0.10
H -2.0399 0.6499 -0.5960 0.11
H -0.6772 2.4731 -2.3746 0.06
H -1.8748 2.9386 -1.1951 0.07
O 1.4467 -0.6515 -3.2683 -0.07
H 0.9764 0.0806 -3.7029 0.04
H 1.1896 -0.5264 -2.3495 -0.03


Model iii:
24
Properties=species:S:1:pos:R:3:lowdin_charge:R:1 method="wB97M-V/def2-TZVPD" spin_multiplicity=1 mol_weight_g_mol=133.19 gap_ev=7.34 lumo_energy_ev=0.67
C 1.5469 0.5345 -1.4901 -0.06
C 1.5260 -1.7566 -0.6617 -0.04
N 0.8257 -0.4612 -0.6773 -0.16
C 0.1522 0.1112 0.8243 -0.44
C 0.7197 1.2500 1.3134 -0.06
O -0.0417 -0.9731 1.6668 -0.01
H 0.6494 -0.9285 2.3415 0.11
H 0.9674 1.4539 -1.5324 0.08
H 1.6700 0.1525 -2.5041 0.09
H 2.5195 0.7504 -1.0472 0.09
H 0.9315 -2.4835 -0.1146 0.09
H 1.6758 -2.0970 -1.6869 0.09
H 2.4957 -1.6490 -0.1722 0.10
H 1.0737 2.0553 0.6918 0.02
H 0.7625 1.4033 2.3833 0.03
C -2.5885 -0.4620 0.6611 -0.14
N -1.4824 0.1825 -0.0224 -0.26
N -1.8101 1.5135 -0.4002 0.00
H -0.2182 -0.5034 -1.0022 0.15
H -1.4414 1.6707 -1.3336 0.05
H -1.2942 2.1552 0.2186 0.06
H -3.5392 -0.2849 0.1465 0.07
H -2.6942 -0.0962 1.6926 0.07
H -2.4059 -1.5376 0.7051 0.07


In eV, relative to the most stable structure: model i 1.497; model ii 0.000; model iii 3.758.


Model i:
30
Properties=species:S:1:pos:R:3:lowdin_charge:R:1 method="wB97M-V/def2-TZVPD" spin_multiplicity=1 mol_weight_g_mol=184.28 gap_ev=9.74 lumo_energy_ev=0.92 smiles=Cc1ccccc1.Cc1ccccc1
C 1.1654 1.1765 3.5207 -0.06
C 0.7579 1.6141 2.1424 -0.30
C -0.5310 1.9182 1.7459 -0.05
C -0.7936 2.3555 0.4491 -0.09
C 0.1875 2.3250 -0.5130 -0.09
C 1.5032 2.1381 -0.0710 -0.10
C 1.8074 1.8128 1.2283 -0.07
H 1.1944 2.0072 4.2222 0.08
H 2.1178 0.6527 3.5291 0.07
H 0.4963 0.3974 3.8942 0.08
H -1.2871 1.7455 2.4965 0.11
H -1.8004 2.6021 0.1371 0.10
H -0.0121 2.4950 -1.5531 0.10
H 2.3459 2.2716 -0.7126 0.09
H 2.8023 1.7522 1.6531 0.11
C 0.9699 -1.5729 -0.0064 -0.04
C -0.1126 -1.8402 -1.0212 -0.27
C -1.2773 -2.5168 -0.6704 -0.06
C -2.3168 -2.6609 -1.5838 -0.09
C -2.2105 -2.0772 -2.8373 -0.11
C -1.0740 -1.3654 -3.1807 -0.09
C -0.0036 -1.2747 -2.2860 -0.06
H 1.1644 -2.3315 0.7285 0.07
H 0.7520 -0.5795 0.3811 0.06
H 1.9247 -1.3557 -0.4765 0.08
H -1.4050 -2.8232 0.3602 0.11
H -3.2310 -3.1494 -1.2609 0.10
H -2.9975 -2.1942 -3.5665 0.10
H -0.9843 -0.8252 -4.1174 0.10
H 0.8476 -0.6973 -2.6318 0.11


Model ii:
30
Properties=species:S:1:pos:R:3:lowdin_charge:R:1 method="wB97M-V/def2-TZVPD" spin_multiplicity=1 mol_weight_g_mol=184.28 gap_ev=9.82 lumo_energy_ev=0.86 smiles=Cc1ccccc1.Cc1ccccc1
C 3.1546 1.4578 3.0544 -0.06
C 1.6961 1.0921 3.1669 -0.32
C 1.2702 0.0745 2.2752 -0.03
C -0.1164 -0.3540 2.3576 -0.07
C -1.1052 0.2757 3.1320 -0.10
C -0.6174 1.2111 4.0043 -0.09
C 0.7575 1.5974 4.0153 -0.07
H 3.4592 1.7993 4.0512 0.07
H 3.2552 2.4466 2.4888 0.10
H 3.7691 0.6227 2.7048 0.08
H 1.8991 -0.2816 1.4326 0.11
H -0.4743 -0.9406 1.5160 0.09
H -2.0015 -0.1654 3.1120 0.06
H -1.3153 1.8334 4.6148 0.11
H 0.8923 2.4126 4.7710 0.12
C 1.3133 -0.2369 -4.2897 -0.03
C -0.0350 -0.6025 -3.5958 -0.28
C -0.1306 -1.7084 -2.7870 -0.06
C -1.2862 -1.9937 -2.0775 -0.08
C -2.4645 -1.2285 -2.1662 -0.08
C -2.3325 -0.1108 -3.0000 -0.06
C -1.1116 0.2247 -3.7479 -0.03
H 1.7596 -1.1214 -4.6209 0.04
H 2.0532 -0.0245 -3.4167 0.11
H 1.1630 0.5094 -5.0557 0.07
H 0.5619 -2.3869 -2.7292 0.06
H -1.3760 -2.8856 -1.5315 0.08
H -3.2468 -1.3882 -1.4978 0.08
H -3.1837 0.4482 -3.3789 0.09
H -1.1690 0.9311 -4.5105 0.08


In eV, relative to the most stable structure: model i 0.000; model ii 1.815.